No. 1
Below is a single C6H12OS2 molecule in a non-equilibrium geometry, with properties calculated with ωB97M-V with the def2-TZVPD basis set.

As for the strongest force on any atom: 6.6 eV/Å. The total energy comes out at -1107.31587 Eh. For the gap between HOMO and LUMO, the calculation gives 8.209 eV.

```
! RIJCOSX wB97M-V def2-TZVPD def2/J DEFGRID3
* xyz 0 1
S 2.38181 -0.25639 -0.10691
S 0.12377 -1.96348 1.14582
O 3.22551 -1.42830 -0.44761
C 0.86013 -0.42404 0.68532
C -2.08576 1.99850 -0.15737
C -0.53145 1.00525 -1.80073
C 0.05122 0.81213 0.61129
C 1.60864 -3.05020 1.19691
C -1.17385 0.77496 -0.38434
H -1.34990 1.17693 -2.37680
H -1.60881 2.87564 -0.43277
H -1.84953 -0.02947 -0.13877
H 1.93060 -2.90721 2.24031
H -0.26084 0.97638 1.75611
H -0.11670 -0.01501 -2.12069
H 0.07205 1.81469 -1.82841
H 1.22846 -3.96151 1.05820
H -3.11924 1.74397 -0.69734
H 2.27885 -2.91456 0.35974
H -2.45208 2.23086 0.94645
H 0.78712 1.54086 0.49157
*
```


No. 2
Below is a molecular structure, C29H24Cl2F3PtSSbSi in a non-equilibrium geometry, with properties calculated with ωB97M-V with the def2-TZVPD basis set.

As for the strongest force on any atom: 2.3 eV/Å. The total energy comes out at -3386.00141 Eh. For the gap between HOMO and LUMO (spin up / spin down), the calculation gives 4.954 / 4.955 eV.

```
! RIJCOSX wB97M-V def2-TZVPD def2/J DEFGRID3
* xyz 2 1
Pt 1.54852 -1.27785 -0.52810
Sb -1.08504 -1.39973 -0.80087
Cl 4.00870 -2.27735 -1.07150
Cl 2.67970 -2.34852 4.20551
S 1.79264 -2.57944 1.20419
Si 1.73652 3.66499 -1.22712
F -3.64447 3.82766 -2.76920
F -0.48420 -0.42098 5.29509
F -6.32738 -4.46177 -1.58667
C -3.55362 -2.91918 0.08576
C -0.67483 -0.63760 3.99634
C 1.64055 0.54932 -0.95788
C 5.17531 -2.23936 3.28222
C -3.11041 -3.06549 -2.30817
C -2.04941 2.16439 -3.12414
C -3.46658 2.15820 -1.15031
C -1.82646 0.43816 -1.47198
C -4.78353 -3.52455 -0.11836
C -2.84696 1.00039 -0.70790
C -3.05485 2.71420 -2.34890
C -0.43010 0.39622 3.10748
C 4.46427 -2.28799 0.59764
C -1.42348 1.01431 -2.67369
C -5.14886 -3.88762 -1.40233
C -1.03602 -1.08851 1.30138
C 5.78913 -2.22472 0.92731
C 3.43826 -2.36540 1.58386
C -1.26451 -2.11050 2.22427
C 6.13442 -2.20981 2.28038
C 3.83733 -2.32012 2.95175
C -0.60978 0.16373 1.75533
C -1.09590 -1.88546 3.58437
C 1.67107 1.77568 -1.05523
C -4.33463 -3.67556 -2.50277
C 2.31348 4.05305 -2.93590
C -2.74581 -2.66912 -1.01981
C 0.01883 4.25698 -0.88223
C 2.91038 4.15503 0.12139
H -4.66665 -3.98315 -3.48516
H -0.10871 1.35963 3.48203
H -1.55989 -3.10110 1.90233
H 2.37966 5.13547 -3.06513
H -1.77864 2.63133 -4.06205
H -0.31437 3.94037 0.10955
H -1.27986 -2.66044 4.31689
H 1.62215 3.66092 -3.68404
H 3.88859 3.69042 -0.01996
H 3.05044 5.23872 0.13044
H -2.46642 -2.89218 -3.16051
H -4.26220 2.62582 -0.58590
H -5.46031 -3.71232 0.70418
H -0.63192 0.57629 -3.26974
H -0.68235 3.86635 -1.62027
H -0.44393 0.97675 1.05730
H 3.30055 3.62889 -3.12839
H 2.52193 3.85239 1.09600
H -0.01901 5.34839 -0.92137
H -3.16798 0.55365 0.22629
H 6.54801 -2.19718 0.15780
H 5.46221 -2.20206 4.32408
H -3.27458 -2.62513 1.08165
H 7.18099 -2.16754 2.55276
*
```


No. 3
Below is 2 unconnected molecules or ions with the total composition C4H9N in a non-equilibrium geometry, with properties calculated with ωB97M-V with the def2-TZVPD basis set.

As for the strongest force on any atom: 1.3 eV/Å. The total energy comes out at -212.47987 Eh. For the gap between HOMO and LUMO, the calculation gives 10.648 eV.

```
! RIJCOSX wB97M-V def2-TZVPD def2/J DEFGRID3
* xyz 0 1
N -0.43510 -1.32210 -0.12200
C -0.35119 -1.01492 -1.34306
C 0.91183 2.30396 0.43980
C 1.91883 1.44735 0.54830
C -1.72488 -1.40667 0.48818
H 2.45589 1.29715 1.47364
H 0.57584 -0.61112 -1.73985
H -1.26524 -0.87512 -1.92692
H 0.42196 2.41151 -0.52033
H -1.70956 -2.05465 1.35667
H 2.16141 0.84467 -0.31625
H -2.01414 -0.39815 0.81104
H 0.49082 2.91325 1.22738
H -2.57839 -1.67715 -0.15807
*
```


No. 4
Below is 3 unconnected molecules or ions with the total composition C3H14N2O2 in a non-equilibrium geometry, with properties calculated with ωB97M-V with the def2-TZVPD basis set.

As for the strongest force on any atom: 1.7 eV/Å. The total energy comes out at -382.67220 Eh. For the gap between HOMO and LUMO, the calculation gives 10.076 eV.

```
! RIJCOSX wB97M-V def2-TZVPD def2/J DEFGRID3
* xyz 0 1
O 0.17944 -2.82205 -1.27774
O -1.18182 -0.67641 -2.34190
N -0.18828 -0.55851 2.93254
N 0.35898 1.67424 -1.60478
C 0.61730 0.00539 1.84416
C 0.83481 0.80148 -0.49960
C -0.13181 0.74939 0.68764
H 1.26043 0.78124 2.27862
H -0.40021 1.72074 1.11922
H -0.20759 -2.97489 -0.42041
H 1.08786 2.21474 -2.04419
H -0.64786 0.21182 3.40030
H 1.29554 -0.75251 1.43642
H -2.10011 -0.57804 -2.11635
H -0.34110 2.29943 -1.22211
H -1.04664 0.18760 0.47049
H -0.50345 -2.30486 -1.77358
H 1.70964 1.26468 -0.03410
H 0.92034 -0.19749 -0.90878
H -0.73014 0.19735 -2.41489
H -0.78534 -1.24333 2.48902
*
```


No. 5
Below is a molecular structure, C3H4O3Sm in a non-equilibrium geometry, with properties calculated with ωB97M-V with the def2-TZVPD basis set.

As for the strongest force on any atom: 6.3 eV/Å. As for the expectation value of S²: 15.755. The total energy comes out at -1000.01342 Eh. For the gap between HOMO and LUMO (spin up / spin down), the calculation gives 5.364 / 10.267 eV.

```
! RIJCOSX wB97M-V def2-TZVPD def2/J DEFGRID3
* xyz 1 8
Sm 2.26996 -1.67725 -2.55670
O 0.14013 0.01186 -0.90837
O 1.49025 0.70943 1.30118
O 2.66011 0.17625 -0.56568
C 1.83430 0.66581 0.14239
C -1.44228 0.18972 0.79760
C -1.09173 -0.11694 -0.54760
H -1.76263 -0.56222 -1.29552
H -2.33060 0.83142 0.84403
H -0.16662 0.47818 1.37832
H -1.60090 -0.70625 1.41034
*
```


No. 6
Below is a single C2H4N2S2 molecule in a non-equilibrium geometry, with properties calculated with ωB97M-V with the def2-TZVPD basis set.

As for the strongest force on any atom: 5.6 eV/Å. The total energy comes out at -984.41709 Eh. For the gap between HOMO and LUMO, the calculation gives 8.141 eV.

```
! RIJCOSX wB97M-V def2-TZVPD def2/J DEFGRID3
* xyz 0 1
S -3.56186 -0.71730 0.12192
S -1.02069 0.93340 0.02245
N 1.01508 -0.75163 -0.80024
N 1.61376 1.11721 0.40452
C -1.96333 -0.38049 0.06426
C 0.60698 0.34752 -0.35178
H 0.52103 -1.26257 -1.49249
H -1.03589 -1.17044 0.32695
H 2.55155 0.76899 0.30962
H 1.27336 1.11529 1.39481
*
```


No. 7
Below is a molecular structure, C56H51NO4P2Sc in a non-equilibrium geometry, with properties calculated with ωB97M-V with the def2-TZVPD basis set.

As for the strongest force on any atom: 4.2 eV/Å. The total energy comes out at -3963.33560 Eh. For the gap between HOMO and LUMO (spin up / spin down), the calculation gives 5.722 / 5.632 eV.

```
! RIJCOSX wB97M-V def2-TZVPD def2/J DEFGRID3
* xyz 1 1
Sc -17.34333 -4.11393 -11.40103
P -21.08242 -2.93708 -10.09181
P -19.19099 -5.25282 -9.56838
O -16.05758 0.26627 -10.89146
O -18.15594 -3.23760 -12.89838
O -17.16233 -2.84824 -9.93259
O -18.11206 0.39911 -12.01541
N -20.78481 -4.60618 -9.77457
C -17.22795 -1.41670 -14.17171
C -14.84245 -0.89745 -6.98879
C -17.54731 -6.07594 -5.87758
C -24.53253 -1.84430 -7.23180
C -23.79558 -2.43128 -9.44194
C -22.08528 -1.52483 -12.27775
C -19.11492 -7.67213 -10.80050
C -20.38807 -9.59967 -10.17344
C -22.00566 -5.39678 -9.85386
C -20.04909 -1.98946 -14.61104
C -15.72076 -0.89759 -16.42286
C -18.63578 -5.07721 -7.80243
C -14.14159 -2.90215 -12.12005
C -15.09899 -3.18610 -11.10299
C -21.80007 -4.04409 -12.68193
C -20.79676 -8.92959 -8.99315
C -19.67758 -1.49157 -13.36191
C -21.20321 -1.69019 -15.36453
C -19.45788 -7.03036 -9.62663
C -22.48688 -2.51027 -8.99678
C -15.48710 -2.01352 -15.66522
C -19.50823 -9.00399 -11.00930
C -17.48479 -0.29627 -14.94167
C -17.76139 -4.92960 -5.14863
C -17.89230 -6.14564 -7.21667
C -23.92955 -3.57871 -13.91875
C -18.37096 -3.86922 -5.77642
C -13.78865 -5.31656 -12.36559
C -18.82508 -3.92713 -7.04309
C -13.80426 -1.00838 -9.56820
C -15.10292 -4.45344 -10.55866
C -20.20463 -7.73354 -8.63296
C -17.14426 1.18496 -11.18425
C -18.19706 -1.82263 -13.06317
C -16.51833 2.25151 -12.10560
C -15.99477 -2.17013 -10.38596
C -24.79596 -2.05700 -8.57403
C -22.75492 -4.26909 -13.73502
C -12.99391 -0.54655 -8.54635
C -22.20047 -2.33496 -7.62369
C -17.81647 -0.99558 -11.77531
C -13.47859 -0.60524 -7.24012
C -17.81528 1.78792 -9.99760
C -14.55639 -5.53996 -11.22872
C -15.59667 -1.44503 -8.00869
C -13.51844 -4.00497 -12.77117
C -24.14038 -2.22300 -13.65348
C -23.02971 -1.28557 -13.47407
C -23.25168 -2.01221 -6.74736
C -22.40061 -1.27134 -14.87180
C -20.64850 -1.03626 -12.49006
C -16.67377 0.04262 -16.03152
C -16.17882 -2.28353 -14.55075
C -15.10464 -1.50579 -9.28467
C -21.78589 -2.93165 -11.83147
C -16.36765 -1.03968 -11.36353
H -12.76781 -0.38838 -6.40061
H -25.78929 -1.91066 -9.00234
H -14.81002 -6.52485 -10.89751
H -21.22952 -1.85338 -16.46262
H -23.02542 -0.87267 -15.63665
H -17.36276 2.90703 -12.37928
H -22.50473 -5.04977 -14.44086
H -15.86650 2.89375 -11.53757
H -21.56931 -9.35654 -8.37980
H -15.13783 -0.71130 -17.29408
H -11.96971 -0.28570 -8.71292
H -22.85785 -4.76064 -10.20800
H -14.65337 -2.68070 -15.92174
H -22.42171 -0.91968 -11.42763
H -25.32294 -1.56795 -6.51495
H -18.33278 1.03448 -9.41012
H -17.12470 2.33464 -9.33845
H -21.84549 -6.30269 -10.51598
H -21.22388 -2.54122 -7.27168
H -18.57436 2.52528 -10.36520
H -16.59410 -1.80650 -7.84054
H -16.69549 1.02909 -16.44495
H -19.24050 -2.56546 -15.06580
H -13.87200 -1.95437 -12.52633
H -18.54330 -7.24692 -11.63828
H -18.58774 -2.95999 -5.19821
H -20.25567 -0.30667 -11.77498
H -23.99971 -2.59158 -10.49723
H -12.75053 -3.78270 -13.51626
H -22.29500 -5.81242 -8.84457
H -23.46397 -0.30931 -13.24342
H -15.99994 -3.23048 -14.01994
H -17.38705 -4.86847 -4.14486
H -17.67965 -7.03999 -7.83168
H -15.46752 -4.69879 -9.57284
H -20.32653 -7.29813 -7.63360
H -25.10825 -1.80075 -13.76535
H -24.83710 -4.10913 -14.24924
H -16.05426 1.82267 -12.93753
H -15.73180 -1.15914 -12.25488
H -21.02599 -4.79390 -12.45173
H -23.00141 -1.81284 -5.66288
H -18.33972 0.27899 -14.70868
H -13.44979 -6.18301 -12.97715
H -15.31266 -0.60810 -6.01690
H -13.47640 -1.09550 -10.57359
H -20.76491 -10.61761 -10.28551
H -19.19008 -9.51048 -11.89290
H -19.34489 -3.01549 -7.46157
H -17.00691 -6.87302 -5.37063
H -18.46166 -1.31969 -10.92471
*
```